Entry 1:
Computed, not measured: a molecular structure, CH4AsF6N2OSn in a non-equilibrium geometry, with the ωB97M-V functional and the def2-TZVPD basis.

ORCA input file:
```
! RIJCOSX wB97M-V def2-TZVPD def2/J DEFGRID3
* xyz 0 2
Sn 23.65472 19.76280 -1.29395
As 26.80675 18.01638 -4.20124
F 27.00542 19.64893 -4.84427
F 25.43170 18.63404 -3.22108
F 27.95232 18.46654 -2.93786
F 26.68460 16.38971 -3.43901
F 25.64908 17.55825 -5.45680
F 28.18693 17.40658 -5.22806
O 21.12529 19.85618 0.22551
N 19.85228 21.61353 0.60563
N 18.90258 19.66834 0.40754
C 20.01268 20.33773 0.40399
H 20.67240 22.18441 0.45863
H 18.97775 22.10147 0.73682
H 18.03353 20.18134 0.44857
H 18.93508 18.69251 0.14910
*
```

As for the HOMO energy (spin up / spin down): -8.93 / -11.54 eV. The calculation puts the molecular weight at 367.7 g/mol.



Entry 2:
Computed, not measured: 7 unconnected molecules or ions with the total composition C9H32N11O7 in a non-equilibrium geometry, with the ωB97M-V functional and the def2-TZVPD basis.

ORCA input file:
```
! RIJCOSX wB97M-V def2-TZVPD def2/J DEFGRID3
* xyz -1 1
O -0.00540 3.33369 -4.18926
O -2.42726 3.46084 4.20711
O 4.57747 3.94684 1.30552
O 1.50494 -4.57411 -2.16062
O -5.49749 -1.87348 -2.58310
O -2.73068 -3.10601 4.14001
O -0.67874 -0.46270 0.17235
N -3.84603 -0.61400 -1.90100
N -4.92538 -2.77394 4.25460
N 0.56237 1.23832 -3.46365
N -1.06822 2.21270 3.08437
N 3.45055 1.29439 1.69868
N -3.73539 -2.70893 -1.49046
N -3.08583 2.58141 2.28999
N -0.12685 -5.91490 -2.74451
N -3.77557 -1.72831 2.73777
N 1.86122 -6.15046 -3.60608
N -0.09804 2.75467 -2.04615
C 4.94531 0.31933 -0.06202
C -3.71493 -2.56541 3.77076
C 0.12625 2.50442 -3.31095
C 1.10766 -5.49052 -2.80078
C 4.59368 2.87344 0.33915
C -4.46091 -1.74526 -2.03513
C -2.20730 2.80038 3.25381
C 4.16476 5.18447 0.73043
C 4.72813 1.43071 0.99433
H 5.50044 1.37772 1.76169
H 0.44093 0.66987 -2.63769
H 4.02039 5.83912 1.58989
H 1.48795 -6.93984 -4.11366
H 5.17606 -0.58004 0.50893
H 2.73188 1.51245 1.02337
H 3.44964 2.12496 2.27337
H -2.93529 -1.38928 2.29156
H -0.88080 -5.56400 -2.17134
H -0.28186 -6.80080 -3.20413
H -5.04900 -3.33512 5.08520
H -2.72293 2.18739 1.43375
H 4.03651 0.27637 -0.66231
H -4.13159 0.22044 -2.39318
H 5.37507 3.04712 -0.40070
H 3.16109 5.03679 0.33176
H 1.21561 1.15293 -4.22922
H 2.83302 -5.90672 -3.47845
H -2.97843 -2.45333 -0.87258
H 3.62526 3.08441 -0.11444
H -0.79506 -0.95013 -0.66635
H -5.71018 -2.28404 3.84942
H -4.04398 -3.67060 -1.48387
H -3.98599 3.03396 2.21924
H -0.32458 3.68160 -1.71511
H -0.39573 2.48426 3.78730
H -2.98225 -0.62451 -1.37768
H 4.81841 5.70536 0.03077
H -4.63736 -1.24237 2.53460
H -0.15075 1.96436 -1.41947
H -0.89271 1.54981 2.34283
H 5.78788 0.56430 -0.70869
*
```

As for the HOMO energy: -4.37 eV. The calculation puts the molecular weight at 406.4 g/mol.



Entry 3:
Computed, not measured: a molecular structure, C6H6 in a non-equilibrium geometry, with the ωB97M-V functional and the def2-TZVPD basis.

ORCA input file:
```
! RIJCOSX wB97M-V def2-TZVPD def2/J DEFGRID3
* xyz 0 1
C 1.86741 -0.01206 0.56189
C 0.42395 -0.18471 0.77566
C 3.05093 0.12371 0.38412
C -1.81055 -0.15770 -0.47224
C -2.86064 0.45274 -0.62043
C -0.38637 -0.24015 -0.55062
H -3.91151 0.35915 -0.62806
H -0.88044 0.72018 -1.14350
H 0.07835 -0.86739 -1.31520
H 0.04169 0.64252 1.37990
H 0.28722 -1.08860 1.40247
H 4.09996 0.25231 0.22599
*
```

As for the HOMO energy: -9.02 eV. The calculation puts the molecular weight at 78.1 g/mol.



Record-wise E values, in hartree: -3274.58948; -1491.22246; -232.00653